7
Properties=species:S:1:pos:R:3:nbo_charge:R:1 method="wB97M-V/def2-TZVPD" max_force_ha_per_bohr=0.071 e_lumo_ev=-0.4 orbital_gap_ev=9.5 smiles=FC(F)(P)I
F -2.14 -2.38 0.46 -0.330
C -1.77 -1.28 -0.14 0.437
F -1.78 -1.55 -1.53 -0.385
P 0.25 -0.67 0.33 0.253
I -3.14 0.46 0.13 0.047
H 0.31 0.06 -0.82 -0.019
H 0.65 -1.95 -0.31 -0.002

=====

7
Properties=species:S:1:pos:R:3:nbo_charge:R:1 method="wB97M-V/def2-TZVPD" max_force_ha_per_bohr=0.055 e_lumo_ev=0.6 orbital_gap_ev=10.7 smiles="[H]/N=C/N(F)F"
H 1.84 1.00 -0.80 0.374
N 0.87 0.62 -0.77 -0.576
C 0.60 0.03 0.29 0.233
N -1.15 -0.40 0.49 0.259
F -1.39 -1.55 -0.21 -0.228
F -1.90 0.58 -0.24 -0.260
H 1.13 -0.28 1.23 0.197

=====

8
Properties=species:S:1:pos:R:3:nbo_charge:R:1 method="wB97M-V/def2-TZVPD" max_force_ha_per_bohr=0.071 e_lumo_ev="-0.1 / -0.1" orbital_gap_ev="8.9 / 8.9"
C 0.49 0.91 -0.15 0.861
N 0.45 -0.10 -0.91 -0.804
N -0.71 -0.01 1.50 0.164
O 0.97 1.95 -0.02 -0.460
F -1.81 -0.45 0.70 -0.321
F -0.07 -1.25 1.55 -0.289
H -0.11 -0.91 -0.83 0.440
H 0.79 -0.13 -1.83 0.409

=====

8
Properties=species:S:1:pos:R:3:nbo_charge:R:1 method="wB97M-V/def2-TZVPD" max_force_ha_per_bohr=0.091 e_lumo_ev=0.7 orbital_gap_ev=11.4 smiles=NOC(F)(F)F
N -0.37 -0.77 -1.29 -0.481
O 0.01 -0.72 0.19 -0.428
C 0.44 0.40 0.79 1.149
F 1.06 -0.02 1.88 -0.302
F -0.56 1.15 1.24 -0.328
F 1.27 1.18 0.04 -0.325
H -1.10 -1.45 -1.35 0.360
H -0.76 0.23 -1.49 0.354

=====

7
Properties=species:S:1:pos:R:3:nbo_charge:R:1 method="wB97M-V/def2-TZVPD" max_force_ha_per_bohr=0.057 e_lumo_ev="-1.1 / -1.0" orbital_gap_ev="8.5 / 8.3"
C 1.84 0.13 -0.13 -0.312
F -1.36 -1.20 -1.18 -0.563
F -2.09 -0.69 0.99 -0.569
F -1.18 1.08 -0.24 -0.579
P -0.82 -0.46 0.11 1.836
H 1.46 1.04 -0.43 0.091
H 2.13 0.10 0.88 0.096

=====

7
Properties=species:S:1:pos:R:3:nbo_charge:R:1 method="wB97M-V/def2-TZVPD" max_force_ha_per_bohr=0.041 e_lumo_ev="-2.4 / -2.9" orbital_gap_ev="8.8 / 7.0"
C -1.28 -0.14 0.01 -0.806
F 1.00 -1.08 1.06 -0.537
F 0.94 -0.76 -1.31 -0.538
F 2.50 1.73 0.16 -0.417
P 0.42 -0.05 0.01 1.819
H -1.78 0.24 -0.87 0.240
H -1.80 0.07 0.94 0.241

=====

7
Properties=species:S:1:pos:R:3:nbo_charge:R:1 method="wB97M-V/def2-TZVPD" max_force_ha_per_bohr=0.077 e_lumo_ev="-1.4 / -1.3" orbital_gap_ev="8.6 / 8.8"
C -0.81 -1.08 -1.61 -0.193
F 0.41 -0.07 2.43 -0.577
F 1.54 1.24 0.86 -0.576
F -0.64 1.85 1.56 -0.594
P 0.17 0.48 0.96 1.780
H -0.65 -2.04 -2.10 0.079
H -0.03 -0.38 -2.10 0.081

=====

13
Properties=species:S:1:pos:R:3:nbo_charge:R:1 method="wB97M-V/def2-TZVPD" max_force_ha_per_bohr=0.072 e_lumo_ev=-1.2 orbital_gap_ev=8.5 smiles=Fp1np[nH][pH]n1C(F)(F)F
F -2.04 2.61 -0.43 -0.588
P -0.62 2.55 -1.29 1.556
N -0.90 1.17 -2.06 -1.410
P -0.59 -0.37 -2.15 1.379
N 0.31 -0.72 -0.72 -1.267
P 0.40 0.26 0.80 0.987
N 0.33 1.86 0.19 -1.097
C 1.34 2.71 0.60 1.072
F 0.95 3.91 0.73 -0.291
F 1.81 2.32 1.78 -0.339
F 2.49 2.67 -0.13 -0.354
H 1.11 -1.32 -0.88 0.410
H -1.02 0.31 1.08 -0.057

=====

5
Properties=species:S:1:pos:R:3:nbo_charge:R:1 method="wB97M-V/def2-TZVPD" max_force_ha_per_bohr=0.206 e_lumo_ev=0.3 orbital_gap_ev=10.6 smiles="[H]/N=C/F"
H -0.82 -0.15 -0.62 0.305
N -0.62 -1.08 -0.32 -0.636
C 0.62 -0.61 0.49 0.444
F 1.28 -1.55 1.07 -0.280
H 0.82 0.47 0.55 0.166

=====

8
Properties=species:S:1:pos:R:3:nbo_charge:R:1 method="wB97M-V/def2-TZVPD" max_force_ha_per_bohr=0.068 e_lumo_ev="-2.9 / -2.9" orbital_gap_ev="8.3 / 8.3"
C -0.07 0.64 -0.45 0.006
N -0.61 -0.79 -0.59 0.474
O 0.05 -1.50 -1.26 -0.334
O -1.63 -1.15 -0.08 -0.335
O 0.81 0.93 1.56 -0.178
F 1.40 -0.27 1.89 -0.141
H -0.73 1.38 0.09 0.263
H 0.78 0.77 -1.15 0.246

=====

Relative energy (zero: lowest compared OMol25 entry of this formula, charge and spin) for the records above, in order: 10.5 104.9 76.2 3.2 65.3 87.7 74.5 7.8 46.2 85.5 kcal/mol